Density functional theory data (ωB97M-V/def2-TZVPD) for an isolated molecule of C11H21N3O5 at a distorted geometry.

Properties
Orbital gap in Ha: 0.3595
Max |F| in Eh/bohr: 0.1519
Energy relative to the best compared isomer or geometry (same formula, charge and spin) in kcal/mol: 46.8
Total energy in eV: -26454.7674
LUMO level in eV: 0.5824

Geometry as ORCA input:
```
! wB97M-V def2-TZVPD RIJCOSX def2/J DEFGRID3
* xyz 0 1
N 2.609 -1.952 -0.729
C 3.478 -1.044 0.005
C 2.599 -0.009 0.819
C 2.321 1.354 -0.001
C 1.175 2.274 0.458
C 0.092 2.565 -0.666
N -0.908 3.483 -0.196
C -0.510 1.171 -0.825
O 0.232 0.291 -1.287
N -1.807 1.034 -0.437
C -2.258 -0.344 -0.339
C -1.731 -1.171 0.942
C -1.829 -2.686 0.475
C -0.522 -2.752 -0.292
O -0.392 -2.567 -1.398
O 0.547 -2.771 0.586
C -3.816 -0.289 -0.309
O -4.588 -0.986 -0.881
O -4.026 0.569 0.780
H 3.265 -2.526 -1.330
H 2.199 -1.406 -1.520
H 4.100 -1.692 0.639
H 4.270 -0.647 -0.659
H 1.603 -0.414 0.838
H 2.775 0.161 1.832
H 2.288 1.039 -1.008
H 3.283 1.862 -0.068
H 1.456 3.272 0.889
H 0.628 1.701 1.217
H 0.594 2.824 -1.628
H -1.030 4.281 -0.821
H -0.564 4.080 0.567
H -2.214 1.776 0.089
H -2.067 -0.825 -1.227
H -2.386 -1.024 1.715
H -0.714 -0.857 1.357
H -2.683 -2.823 -0.168
H -1.877 -3.264 1.398
H 1.400 -2.350 0.245
H -4.994 0.661 0.938
*
```